Entry 1:
This record from OMol25 describes one molecule with the formula C3H5Cl2F in a non-equilibrium geometry. The level of theory is wB97M-V/def2-TZVPD.

Values from the calculation:
Gap between HOMO and LUMO ... 0.433 Ha
LUMO level ... 0.8 eV
HOMO ... -10.93 eV
Relative energy (zero: lowest compared OMol25 entry of this formula, charge and spin) ... 66.5 kJ/mol
SMILES ... C[C@@H](F)C(Cl)Cl
DFT total energy ... -30953.802 eV

Last columns: bonded neighbours and bond lengths (Å).
CARTESIAN COORDINATES (ANGSTROEM)
1 C -0.42106 -0.63867 1.17672  C2 1.494, H4 1.090, H5 1.069, H6 1.095
2 C -0.37382 -0.21223 -0.25402  C1 1.494, C3 1.586, H7 1.118, F9 1.416
3 C 0.62532 0.93191 -0.71070  C2 1.586, H8 1.008, Cl10 1.788, Cl11 1.660
4 H -1.23630 -1.36026 1.23400  C1 1.090
5 H -0.56162 0.21654 1.80266  C1 1.069
6 H 0.57381 -1.08179 1.29272  C1 1.095
7 H -0.03106 -1.06266 -0.89326  C2 1.118
8 H 0.16569 1.82334 -0.60956  C3 1.008
9 F -1.65906 0.03680 -0.79233  C2 1.416
10 Cl 2.18629 0.63146 0.10703  C3 1.788
11 Cl 0.73182 0.71556 -2.35327  C3 1.660



Entry 2:
This record from OMol25 describes a 2-piece molecular cluster, C4H9N2 overall in a non-equilibrium geometry. The level of theory is wB97M-V/def2-TZVPD.

Values from the calculation:
Gap between HOMO and LUMO ... 0.323 Ha
LUMO level ... -4.7 eV
HOMO ... -13.52 eV
Relative energy (zero: lowest compared OMol25 entry of this formula, charge and spin) ... 548.9 kJ/mol
Charge ... +1
DFT total energy ... -7262.453 eV

Last columns: bonded neighbours and bond lengths (Å).
CARTESIAN COORDINATES (ANGSTROEM)
1 C 1.61935 -0.26677 -0.87792  C3 1.467, N5 1.452, H7 1.097, H8 1.152
2 C -2.42458 0.49400 0.99998  C4 1.512, N6 1.544, H9 1.148, H10 1.074
3 C 2.07378 0.33054 0.38311  C1 1.467, N5 1.512, H11 1.086, H12 1.097
4 C -1.95928 -0.73689 0.25468  C2 1.512, N6 1.217, H15 1.063
5 N 0.86162 -0.57053 0.32269  C1 1.452, C3 1.512, H13 1.050
6 N -2.22771 0.17967 -0.49894  C2 1.544, C4 1.217, H14 0.998
7 H 1.37912 0.38792 -1.72508  C1 1.097
8 H 2.26622 -1.21147 -1.00833  C1 1.152
9 H -3.56024 0.52699 1.16545  C2 1.148
10 H -1.71986 1.18448 1.42418  C2 1.074
11 H 3.06334 0.02813 0.71267  C3 1.086
12 H 1.70481 1.33742 0.61590  C3 1.097
13 H 0.96167 -1.58839 0.56082  N5 1.050
14 H -2.48230 0.45220 -1.42426  N6 0.998
15 H -1.72920 -1.77228 0.33189  C4 1.063



Please write out number 1 again, unchanged.
This record from OMol25 describes one molecule with the formula C3H5Cl2F in a non-equilibrium geometry. The level of theory is wB97M-V/def2-TZVPD.

Values from the calculation:
Gap between HOMO and LUMO ... 0.433 Ha
LUMO level ... 0.8 eV
HOMO ... -10.93 eV
Relative energy (zero: lowest compared OMol25 entry of this formula, charge and spin) ... 66.5 kJ/mol
SMILES ... C[C@@H](F)C(Cl)Cl
DFT total energy ... -30953.802 eV

Last columns: bonded neighbours and bond lengths (Å).
CARTESIAN COORDINATES (ANGSTROEM)
1 C -0.42106 -0.63867 1.17672  C2 1.494, H4 1.090, H5 1.069, H6 1.095
2 C -0.37382 -0.21223 -0.25402  C1 1.494, C3 1.586, H7 1.118, F9 1.416
3 C 0.62532 0.93191 -0.71070  C2 1.586, H8 1.008, Cl10 1.788, Cl11 1.660
4 H -1.23630 -1.36026 1.23400  C1 1.090
5 H -0.56162 0.21654 1.80266  C1 1.069
6 H 0.57381 -1.08179 1.29272  C1 1.095
7 H -0.03106 -1.06266 -0.89326  C2 1.118
8 H 0.16569 1.82334 -0.60956  C3 1.008
9 F -1.65906 0.03680 -0.79233  C2 1.416
10 Cl 2.18629 0.63146 0.10703  C3 1.788
11 Cl 0.73182 0.71556 -2.35327  C3 1.660



Question: Look up the DFT total energy of the first one.
Answer: -30953.802 eV